# 1
The following is a quantum chemistry calculation of a molecular structure, C6H10O, from the OMol25 dataset.

ΔE to the lowest compared entry with this formula, charge and spin, kcal per mole: 39.7
Kohn-Sham gap, eV: 10.310

Last column: natural (NBO) charge in e.
Atoms and positions in Å:
1 C 2.290 -0.139 -0.033  -0.610
2 C 1.091 0.730 0.335  -0.421
3 C -0.055 -0.062 0.937  0.113
4 O -1.156 0.794 1.341  -0.516
5 C -2.052 0.032 0.548  0.093
6 C -1.699 0.054 -0.898  -0.453
7 C -0.981 -0.887 0.039  -0.287
8 H 2.017 -0.899 -0.773  0.205
9 H 2.695 -0.653 0.846  0.203
10 H 3.097 0.463 -0.462  0.215
11 H 0.734 1.270 -0.548  0.202
12 H 1.388 1.497 1.062  0.213
13 H 0.303 -0.649 1.796  0.179
14 H -3.085 -0.058 0.867  0.200
15 H -2.427 -0.446 -1.533  0.222
16 H -1.225 0.938 -1.319  0.215
17 H -0.947 -1.965 -0.081  0.226

Cartesian forces (eV/Å) of the 3 atoms listed first:
C 0.057 -0.083 -0.005
C 0.002 0.047 -0.014
C 0.358 0.003 -0.040

***

# 2
The following is a quantum chemistry calculation of a single C6H10O molecule in a non-equilibrium geometry, from the OMol25 dataset.

SMILES: CC(C)=C/C=C/O
ΔE to the lowest compared entry with this formula, charge and spin, kcal per mole: 98.9
Kohn-Sham gap, eV: 7.452

Last column: natural (NBO) charge in e.
Atoms and positions in Å:
1 C -2.399 1.526 0.193  -0.681
2 C -0.907 1.237 0.040  0.113
3 C 0.169 2.435 0.198  -0.667
4 C -0.322 0.067 -0.334  -0.303
5 C 0.688 -0.678 0.297  -0.279
6 C 0.970 -1.839 -0.419  0.077
7 O 1.838 -2.935 0.102  -0.724
8 H -2.603 2.597 0.376  0.225
9 H -2.862 0.737 0.909  0.242
10 H -2.805 1.425 -0.817  0.228
11 H 0.167 3.021 -0.767  0.226
12 H -0.194 2.871 1.085  0.217
13 H 1.172 1.914 0.094  0.228
14 H -0.689 -0.169 -1.326  0.206
15 H 1.007 -0.553 1.316  0.237
16 H 0.296 -2.282 -1.187  0.183
17 H 2.615 -2.564 -0.345  0.473

Cartesian forces (eV/Å) of the 3 atoms listed first:
C 0.577 -0.753 -0.979
C 2.199 2.191 0.821
C -0.782 -3.191 -1.464

***

# 3
The following is a quantum chemistry calculation of a single C6H10O molecule in a non-equilibrium geometry, from the OMol25 dataset.

SMILES: C[C@H]1C=CC[C@H]1O
ΔE to the lowest compared entry with this formula, charge and spin, kcal per mole: 13.1
Kohn-Sham gap, eV: 10.291

Last column: natural (NBO) charge in e.
Atoms and positions in Å:
1 C 2.119 -0.106 -0.101  -0.611
2 C 0.617 -0.366 -0.185  -0.283
3 C -0.205 -0.974 0.932  -0.190
4 C -1.501 -0.736 0.691  -0.214
5 C -1.663 0.217 -0.488  -0.472
6 C -0.262 0.828 -0.602  0.108
7 O -0.114 1.941 0.264  -0.717
8 H 2.363 0.805 0.457  0.223
9 H 2.531 0.026 -1.109  0.213
10 H 2.661 -0.937 0.360  0.209
11 H 0.362 -1.212 -0.851  0.212
12 H 0.219 -1.739 1.577  0.215
13 H -2.327 -1.309 1.104  0.213
14 H -1.884 -0.349 -1.408  0.215
15 H -2.435 0.987 -0.377  0.225
16 H -0.019 1.212 -1.597  0.187
17 H -0.454 1.666 1.130  0.467

Cartesian forces (eV/Å) of the 3 atoms listed first:
C -0.048 -0.042 0.056
C -0.085 -0.184 -0.025
C -0.315 -0.013 0.094

***

| no. | HOMO energy (eV) | E_LUMO (eV) |
| --- | --- | --- |
| 1 | -9.16 | 1.2 |
| 2 | -7.04 | 0.4 |
| 3 | -9.28 | 1.0 |